{
  "formula": "C74H55F5N2O3P2ReS",
  "method": "the ωB97M-V functional and the def2-TZVPD basis",
  "lumo_energy_ev": [-1.21, -1.14],
  "e_tot_ha": -4846.573207,
  "spin_multiplicity": 2,
  "homo_energy_ev": [-6.541, -6.459],
  "species": ["Re", "C", "C", "C", "C", "C", "C", "C", "C", "P", "C", "C", "C", "C", "C", "C", "C", "C", "C", "C", "C", "C", "C", "O", "C", "C", "C", "C", "C", "C", "P", "C", "C", "C", "C", "C", "C", "C", "C", "C", "C", "C", "C", "H", "H", "H", "H", "H", "H", "H", "H", "H", "H", "H", "H", "H", "H", "H", "H", "H", "H", "H", "H", "H", "H", "H", "H", "H", "H", "H", "H", "H", "H", "H", "H", "F", "C", "C", "C", "F", "C", "F", "C", "F", "C", "F", "C", "C", "C", "C", "C", "C", "C", "C", "C", "C", "C", "C", "C", "C", "C", "H", "H", "H", "H", "H", "H", "H", "H", "H", "H", "N", "C", "S", "N", "C", "C", "C", "C", "C", "C", "H", "H", "H", "H", "H", "H", "H", "H", "O", "C", "O", "C", "C", "C", "C", "C", "C", "H", "H", "H", "H", "H"],
  "positions_angstrom": [[0.66238, 0.07720, 0.23873], [-2.21332, 7.02620, -0.04307], [-2.55292, 5.52360, -0.01697], [-4.08082, 5.34610, -0.04767], [-1.99002, 4.91030, 1.25113], [-2.16732, 5.53100, 2.48003], [-1.61832, 5.01400, 3.63843], [-0.94002, 3.81360, 3.60393], [-0.80342, 3.12820, 2.40533], [-0.08492, 1.44160, 2.33613], [-1.39832, 0.57190, 3.28173], [-2.17892, -0.38510, 2.64553], [-3.24482, -0.97330, 3.30523], [-3.53272, -0.61950, 4.61183], [-2.74032, 0.30900, 5.26493], [-1.67522, 0.89500, 4.60883], [1.23058, 1.62610, 3.58433], [1.49348, 0.59830, 4.48643], [2.54658, 0.70660, 5.37643], [3.36848, 1.82200, 5.34813], [3.12058, 2.84190, 4.44143], [2.05638, 2.74780, 3.56423], [-1.27802, 3.71210, 1.22833], [-0.95802, 3.05810, 0.08283], [-1.13082, 3.72150, -1.10137], [-0.43552, 3.20120, -2.18877], [-0.57962, 3.80220, -3.43217], [-1.45832, 4.85100, -3.59897], [-2.12672, 5.36770, -2.50387], [-1.93542, 4.85210, -1.22907], [0.70298, 1.76450, -2.02477], [2.23908, 2.66970, -2.46877], [3.35968, 2.01800, -2.97317], [4.58068, 2.66350, -3.06067], [4.71048, 3.97350, -2.63327], [3.60008, 4.63880, -2.14237], [2.38038, 3.99650, -2.06527], [0.07048, 1.01860, -3.59107], [-1.31212, 0.83740, -3.66117], [-1.90962, 0.35010, -4.80537], [-1.13762, 0.06820, -5.92067], [0.23058, 0.25830, -5.87027], [0.83548, 0.71460, -4.70847], [-2.74862, 7.55710, 0.73863], [-2.50132, 7.47210, -0.98967], [-1.14452, 7.17980, 0.09803], [-4.52682, 5.73160, 0.86603], [-4.34962, 4.29660, -0.15167], [-4.49972, 5.89290, -0.88847], [-2.72262, 6.45260, 2.54043], [-1.72172, 5.54650, 4.57123], [-0.49452, 3.42650, 4.50493], [-1.93002, -0.68040, 1.63543], [-3.85272, -1.70870, 2.80103], [-4.37022, -1.06570, 5.12553], [-2.95532, 0.57750, 6.29083], [-1.05962, 1.59350, 5.15243], [0.86778, -0.28200, 4.49073], [2.73898, -0.08890, 6.08323], [4.20788, 1.89240, 6.02333], [3.76358, 3.70890, 4.41813], [1.87208, 3.53890, 2.84983], [-0.00652, 3.43700, -4.27117], [-1.61072, 5.28150, -4.57707], [-2.80692, 6.19220, -2.64667], [3.30088, 0.98620, -3.27977], [5.44088, 2.12480, -3.43477], [5.67278, 4.46410, -2.66377], [3.68818, 5.65710, -1.78957], [1.53038, 4.53650, -1.67527], [-1.94242, 1.10320, -2.82277], [-2.98142, 0.19840, -4.82617], [-1.60582, -0.29070, -6.82477], [0.83378, 0.05130, -6.74297], [1.90138, 0.86120, -4.69847], [2.46668, -1.79110, 2.51413], [3.15368, -0.69770, 2.13043], [2.56348, 0.22080, 1.24923], [3.36048, 1.35730, 1.03833], [2.82048, 2.35860, 0.30653], [4.62378, 1.55400, 1.57303], [5.30088, 2.69070, 1.34333], [5.17918, 0.57510, 2.38863], [6.41318, 0.71830, 2.89853], [4.41448, -0.54360, 2.68813], [4.90208, -1.47520, 3.52643], [0.54258, -1.88730, 0.57953], [0.33308, -3.10820, 0.60563], [0.07368, -4.45170, 0.53653], [-1.23702, -4.84310, 0.03053], [-1.42092, -5.96530, -0.78257], [-2.68662, -6.33440, -1.19767], [-3.79532, -5.59840, -0.81227], [-3.61952, -4.45350, -0.05137], [-2.35762, -4.07390, 0.35573], [1.05348, -5.41770, 0.97183], [0.76298, -6.78240, 1.12933], [1.73738, -7.67370, 1.52953], [3.02338, -7.23960, 1.80913], [3.31028, -5.88400, 1.72623], [2.34378, -4.98650, 1.32563], [-0.56652, -6.53100, -1.12007], [-2.80962, -7.19970, -1.83567], [-4.78762, -5.90160, -1.11517], [-4.47352, -3.84910, 0.21723], [-2.21912, -3.18480, 0.95143], [-0.24062, -7.14430, 0.97323], [1.49348, -8.72030, 1.64233], [3.78378, -7.94440, 2.11343], [4.29628, -5.53240, 1.99643], [2.55048, -3.92840, 1.30453], [4.77838, -2.13290, -0.26457], [3.66528, -2.20300, -1.03137], [3.10808, -0.77350, -1.67857], [3.16328, -3.42310, -1.24907], [2.11698, -3.88620, -2.06177], [1.19938, -3.08510, -2.73027], [0.24498, -3.67120, -3.54347], [0.18258, -5.04430, -3.69047], [1.08658, -5.84380, -3.01177], [2.03968, -5.27180, -2.19597], [5.18008, -1.22430, -0.11157], [5.19308, -2.93040, 0.18413], [3.63358, -4.18040, -0.76147], [1.21278, -2.01470, -2.62017], [-0.46332, -3.03900, -4.05317], [-0.57102, -5.49590, -4.31737], [1.05908, -6.91700, -3.11537], [2.74048, -5.89820, -1.66007], [-1.74082, -1.92810, -2.06397], [-1.92192, -0.94280, -1.37327], [-1.00362, -0.14860, -0.94157], [-3.32002, -0.52700, -0.97937], [-3.53512, 0.61100, -0.20977], [-4.81722, 0.94450, 0.18493], [-5.88692, 0.15700, -0.21047], [-5.67542, -0.96490, -0.99797], [-4.39212, -1.31680, -1.37327], [-2.68992, 1.22080, 0.08583], [-4.98362, 1.81270, 0.80823], [-6.88872, 0.41680, 0.10123], [-6.51862, -1.56760, -1.30247], [-4.17702, -2.19820, -1.96007]],
  "mulliken_charge": [-0.2947, -1.9423, 1.8799, -1.6252, 0.4794, -0.1885, -1.6243, -0.0334, 0.0114, 1.4740, 0.0536, 0.3002, -0.7570, -0.8199, -1.0306, -0.0817, 0.3341, -0.4210, -0.9561, -0.6454, -0.8460, -0.6261, -1.2353, 0.5917, -1.4200, -0.7871, 0.2704, -1.7727, -0.4091, 0.9127, 2.0961, 1.1121, -0.1807, -1.4025, -0.7995, -0.8368, -0.6063, 0.9579, -0.0647, -0.5267, -0.9504, -0.6963, -0.5250, 0.4788, 0.4220, 0.3825, 0.3990, 0.2055, 0.4313, 0.4475, 0.4335, 0.4541, -0.0171, 0.6055, 0.4276, 0.4360, 0.3454, 0.6130, 0.4759, 0.4214, 0.4465, 0.4379, 0.6016, 0.4097, 0.4843, 0.0884, 0.4650, 0.3779, 0.4533, 0.3429, 0.1133, 0.4542, 0.3859, 0.4527, 0.2808, -0.6102, 1.2001, 0.3637, 0.3996, -0.1360, -0.1653, -0.4316, 0.9939, -0.4325, -0.1667, -0.4484, 1.0720, -1.1653, 0.3334, 0.8977, 0.0632, -1.5199, -0.8333, -0.5010, -0.6339, 0.1695, -0.5021, -0.8821, -0.6410, -0.8294, -0.1970, 0.8554, 0.3979, 0.4312, 0.4711, 0.5679, 0.6629, 0.4186, 0.4295, 0.4515, 0.7021, -0.2364, 0.0018, 0.0054, 0.2492, -0.1208, 0.7965, -0.4271, -0.5157, -0.7325, -0.3901, 0.2036, 0.2105, 0.3460, -0.3561, 0.2892, 0.4618, 0.3586, 0.2398, -0.5883, -0.4531, 1.0811, 0.6559, 0.0750, -0.3926, -1.0248, -0.6338, -1.0853, 0.0418, 0.5635, 0.3984, 0.4493, 0.6190]
}